## one
Below is 2 unconnected molecules or ions with the total composition C7H17NO, with properties calculated with wB97M-V/def2-TZVPD.

Properties
Net charge   0
Highest occupied orbital energy   -9.27 eV

CARTESIAN COORDINATES (ANGSTROEM)
C1 0.506 -2.563 -0.700
C2 0.107 -1.594 -1.799
N1 -0.359 -0.256 -1.523
C3 -1.616 -0.155 -0.760
C4 0.596 0.734 -1.101
C5 1.967 0.622 -1.701
O1 0.260 1.653 -0.395
H1 1.170 -2.231 0.094
H2 0.922 -3.459 -1.165
H3 -0.426 -2.964 -0.289
H4 0.912 -1.479 -2.498
H5 -0.555 -2.063 -2.537
H6 -2.437 -0.072 -1.480
H7 -1.739 -1.031 -0.122
H8 -1.646 0.771 -0.203
H9 1.961 0.418 -2.774
H10 2.626 1.423 -1.393
H11 2.362 -0.349 -1.407
C6 -1.286 1.746 2.644
C7 0.179 1.325 2.725
H12 -1.358 2.837 2.575
H13 -1.884 1.381 1.824
H14 -1.876 1.537 3.537
H15 0.429 1.316 3.792
H16 0.853 2.091 2.399
H17 0.334 0.362 2.259

Listed below, in e, are the Löwdin charges computed for each atom: C -0.075; C -0.274; N -0.103; C -0.041; C -0.466; C 0.002; O 0.056; H 0.077; H 0.076; H 0.066; H 0.087; H 0.126; H 0.089; H 0.085; H 0.053; H 0.089; H 0.088; H 0.073; C -0.167; C -0.163; H 0.067; H 0.032; H 0.058; H 0.062; H 0.051; H 0.052

***

## two
Below is 3 unconnected molecules or ions with the total composition C7H17NO, with properties calculated with wB97M-V/def2-TZVPD.

Properties
Net charge   0
Highest occupied orbital energy   -8.10 eV

CARTESIAN COORDINATES (ANGSTROEM)
C1 -1.819 0.326 -0.347
C2 -2.376 -0.309 -1.600
C3 1.079 -1.347 -1.341
C4 0.384 -0.918 -0.078
O1 -2.330 -0.135 0.854
N1 -0.131 -1.838 0.652
H1 -2.264 -1.110 0.879
H2 -2.012 1.406 -0.355
H3 -0.530 -1.484 1.518
H4 -3.468 -0.343 -1.558
H5 -2.035 -1.340 -1.706
H6 -2.069 0.236 -2.493
H7 1.181 -0.528 -2.050
H8 2.068 -1.735 -1.094
H9 0.530 -2.161 -1.812
C5 1.411 0.461 0.668
C6 1.245 0.505 2.173
C7 1.385 1.836 0.023
H10 2.379 0.005 0.451
H11 -0.389 0.372 -0.061
H12 0.411 2.300 0.192
H13 2.152 2.487 0.450
H14 0.258 0.888 2.441
H15 1.390 -0.482 2.612
H16 2.005 1.140 2.635
H17 1.544 1.767 -1.053

Listed below, in e, are the Löwdin charges computed for each atom: C -0.333; C -0.074; C -0.064; C -0.433; O -0.075; N 0.083; H 0.086; H 0.111; H 0.039; H 0.083; H 0.068; H 0.078; H 0.074; H 0.085; H 0.076; C -0.328; C -0.097; C -0.097; H 0.110; H 0.147; H 0.072; H 0.083; H 0.082; H 0.074; H 0.079; H 0.074

***

How do the energies compare? Relative to the most stable structure, in hartree: one 0.0000; two 0.1124.

***

## one
Below is a molecular structure, C23H31NO6Se2Te2Zr, with properties calculated with wB97M-V/def2-TZVPD.

Properties
Net charge   0
Highest occupied orbital energy   -6.95 eV

CARTESIAN COORDINATES (ANGSTROEM)
Zr1 -0.047 1.358 0.832
O1 3.932 -0.777 -1.401
C1 2.947 -0.846 -0.456
O2 1.611 -0.238 -1.181
C2 3.142 -0.077 0.743
C3 4.449 -0.101 1.293
C4 4.682 0.448 2.525
C5 3.631 1.038 3.231
C6 2.402 1.053 2.630
N1 2.138 0.511 1.422
C7 1.238 1.765 3.295
O3 1.403 2.586 4.148
O4 0.052 1.340 2.809
H1 4.397 0.079 -1.375
H2 5.238 -0.596 0.748
H3 5.678 0.424 2.947
H4 3.757 1.505 4.195
Se1 1.607 3.503 0.581
Te1 0.244 5.472 1.420
Te2 -1.710 4.215 2.778
Se2 -2.362 2.629 0.929
C8 -4.247 -0.026 -0.738
C9 -3.168 -0.344 -1.776
C10 -2.449 0.910 -2.239
C11 -2.332 -1.507 -1.262
C12 -2.620 -2.747 -1.832
C13 -2.167 -3.932 -1.280
C14 -1.493 -3.870 -0.077
C15 -1.156 -2.659 0.532
C16 -0.642 -2.781 1.959
C17 -1.771 -2.400 2.922
C18 0.637 -2.054 2.331
C19 -1.478 -1.477 -0.148
O5 -0.958 -0.284 0.273
H5 -4.914 0.758 -1.097
H6 -3.804 0.311 0.199
H7 -4.841 -0.915 -0.524
H8 -3.680 -0.741 -2.657
H9 -1.943 1.427 -1.423
H10 -3.177 1.609 -2.655
H11 -1.713 0.692 -3.016
H12 -3.254 -2.770 -2.709
H13 -2.395 -4.882 -1.741
H14 -1.218 -4.787 0.430
H15 -0.436 -3.849 2.081
H16 -2.020 -1.342 2.810
H17 -1.464 -2.564 3.956
H18 -2.673 -2.982 2.731
H19 0.464 -0.987 2.467
H20 1.423 -2.205 1.588
H21 0.999 -2.434 3.289
C20 -0.632 3.720 -2.360
C21 0.577 2.850 -2.604
O6 0.559 1.668 -1.747
C22 1.774 1.002 -1.878
C23 1.055 -1.282 -2.045
H22 -0.397 4.739 -2.666
H23 -0.890 3.756 -1.299
H24 -1.499 3.378 -2.919
H25 1.500 3.399 -2.392
H26 0.608 2.473 -3.633
H27 2.585 1.550 -1.377
H28 2.016 0.803 -2.929
H29 0.822 -2.114 -1.390
H30 1.824 -1.537 -2.773
H31 0.159 -0.864 -2.495

Listed below, in e, are the Löwdin charges computed for each atom: Zr 1.279; O 0.006; C -0.191; O -0.227; C -0.251; C 0.001; C -0.025; C 0.014; C -0.251; N 0.012; C -0.617; O 0.109; O -0.336; H 0.108; H 0.118; H 0.116; H 0.126; Se -0.011; Te 0.202; Te 0.261; Se -0.045; C -0.060; C -0.360; C -0.088; C -0.143; C -0.044; C -0.079; C -0.043; C -0.134; C -0.362; C -0.044; C -0.058; C -0.246; O -0.321; H 0.084; H 0.026; H 0.086; H 0.124; H -0.023; H 0.090; H 0.083; H 0.110; H 0.101; H 0.111; H 0.123; H 0.084; H 0.082; H 0.084; H 0.037; H 0.076; H 0.091; C -0.081; C -0.246; O -0.268; C -0.229; C 0.051; H 0.092; H -0.008; H 0.069; H 0.095; H 0.131; H 0.126; H 0.159; H 0.108; H 0.115; H 0.103

***

## two
Below is a molecular structure, C23H31NO6Se2Te2Zr, with properties calculated with wB97M-V/def2-TZVPD.

Properties
Net charge   0
Highest occupied orbital energy   -6.80 eV

CARTESIAN COORDINATES (ANGSTROEM)
Zr1 1.206 -0.263 0.617
O1 -1.115 -1.081 4.377
C1 -0.644 -0.964 3.150
O2 0.210 -0.162 2.828
C2 -1.248 -1.861 2.130
C3 -2.345 -2.682 2.296
C4 -2.837 -3.333 1.167
C5 -2.244 -3.119 -0.067
C6 -1.139 -2.282 -0.130
N1 -0.653 -1.700 0.952
C7 -0.416 -1.888 -1.410
O3 -0.821 -2.264 -2.482
O4 0.612 -1.124 -1.180
H1 -0.643 -0.449 4.944
H2 -2.804 -2.794 3.267
H3 -3.696 -3.985 1.251
H4 -2.614 -3.569 -0.978
Se1 2.525 -1.681 2.547
Te1 4.758 -1.649 1.457
Te2 5.158 1.046 1.555
Se2 2.834 1.786 0.973
C8 -3.651 2.081 2.607
C9 -2.216 1.961 2.106
C10 -1.240 2.574 3.115
C11 -1.987 2.569 0.740
C12 -2.771 3.602 0.253
C13 -2.518 4.167 -0.989
C14 -1.474 3.691 -1.757
C15 -0.660 2.652 -1.316
C16 0.451 2.131 -2.210
C17 1.415 3.237 -2.629
C18 -0.128 1.406 -3.428
C19 -0.924 2.103 -0.052
O5 -0.146 1.097 0.416
H5 -3.765 1.524 3.540
H6 -4.366 1.688 1.883
H7 -3.916 3.118 2.820
H8 -1.990 0.896 2.005
H9 -1.444 3.642 3.216
H10 -0.205 2.450 2.799
H11 -1.362 2.119 4.103
H12 -3.597 3.974 0.846
H13 -3.140 4.974 -1.354
H14 -1.285 4.126 -2.731
H15 1.033 1.405 -1.640
H16 0.913 3.988 -3.241
H17 2.234 2.819 -3.218
H18 1.844 3.734 -1.759
H19 -0.720 2.091 -4.039
H20 -0.769 0.577 -3.130
H21 0.675 1.003 -4.049
C20 3.824 -0.811 -2.083
C21 3.172 -2.161 -2.263
O6 2.843 -2.730 -1.000
C22 2.223 -3.992 -1.181
C23 1.880 -4.601 0.158
H22 3.910 -0.315 -3.050
H23 4.813 -0.898 -1.636
H24 3.236 -0.162 -1.424
H25 3.849 -2.844 -2.792
H26 2.256 -2.066 -2.857
H27 2.909 -4.649 -1.732
H28 1.325 -3.875 -1.803
H29 2.770 -4.710 0.777
H30 1.438 -5.587 0.004
H31 1.175 -3.980 0.713

Listed below, in e, are the Löwdin charges computed for each atom: Zr 1.247; O 0.176; C -0.496; O -0.129; C -0.169; C 0.045; C -0.004; C 0.051; C -0.142; N 0.072; C -0.555; O 0.113; O -0.194; H 0.157; H 0.129; H 0.120; H 0.132; Se -0.095; Te 0.235; Te 0.171; Se -0.140; C -0.073; C -0.370; C -0.046; C -0.129; C -0.036; C -0.073; C -0.036; C -0.118; C -0.383; C -0.060; C -0.044; C -0.216; O -0.357; H 0.076; H 0.086; H 0.076; H 0.107; H 0.092; H 0.070; H 0.074; H 0.104; H 0.101; H 0.111; H 0.067; H 0.074; H 0.080; H 0.075; H 0.080; H 0.073; H 0.083; C -0.093; C -0.284; O -0.286; C -0.279; C -0.076; H 0.086; H 0.045; H 0.009; H 0.125; H 0.114; H 0.124; H 0.113; H 0.072; H 0.080; H 0.036

***

How do the energies compare? Relative to the most stable structure, in hartree: one 0.1658; two 0.0000.

***

## one
Below is C10H15NO6 in the gas phase, with properties calculated with wB97M-V/def2-TZVPD.

Properties
Net charge   0
Highest occupied orbital energy   -9.70 eV

CARTESIAN COORDINATES (ANGSTROEM)
C1 2.809 -1.909 -0.225
C2 1.403 -1.398 -0.202
C3 0.709 -1.377 -1.546
N1 0.877 -1.095 0.923
C4 0.086 0.103 1.076
C5 0.837 1.410 0.936
C6 1.186 1.890 -0.470
O1 2.362 2.687 -0.482
O2 -0.206 0.126 2.519
C7 -1.324 -0.600 2.715
O3 -1.528 -1.437 3.558
O4 -2.206 -0.189 1.738
C8 -1.402 -0.018 0.580
C9 -1.996 1.014 -0.345
C10 -3.302 0.502 -0.942
O5 -4.310 1.154 -0.912
O6 -3.254 -0.721 -1.577
H1 3.443 -1.231 -0.782
H2 3.158 -2.089 0.780
H3 2.813 -2.877 -0.727
H4 -0.119 -2.072 -1.530
H5 1.388 -1.578 -2.361
H6 0.286 -0.395 -1.732
H7 0.206 2.162 1.391
H8 1.738 1.357 1.535
H9 0.399 2.535 -0.839
H10 1.299 1.089 -1.196
H11 3.021 2.187 0.000
H12 -1.474 -0.973 0.065
H13 -1.350 1.201 -1.196
H14 -2.264 1.941 0.143
H15 -3.284 -1.398 -0.895

Listed below, in e, are the Löwdin charges computed for each atom: C -0.025; C -0.361; C -0.013; N 0.189; C -0.360; C -0.056; C -0.241; O -0.046; O 0.075; C -0.510; O 0.177; O 0.094; C -0.216; C -0.019; C -0.471; O 0.149; O 0.078; H 0.090; H 0.081; H 0.085; H 0.092; H 0.085; H 0.058; H 0.137; H 0.134; H 0.113; H 0.093; H 0.078; H 0.133; H 0.122; H 0.142; H 0.114

***

## two
Below is 2 unconnected molecules or ions with the total composition C10H15NO6, with properties calculated with wB97M-V/def2-TZVPD.

Properties
Net charge   0
Highest occupied orbital energy   -9.12 eV

CARTESIAN COORDINATES (ANGSTROEM)
O1 0.136 0.635 1.266
C1 0.331 1.802 0.979
C2 0.042 2.370 -0.327
C3 0.302 3.663 -0.559
O2 0.066 4.251 -1.724
C4 0.892 4.557 0.493
O3 1.112 5.715 0.197
C5 1.166 3.991 1.807
C6 0.903 2.699 2.038
O4 1.126 2.113 3.209
H1 -0.380 1.718 -1.079
H2 0.350 5.181 -1.622
H3 1.580 4.644 2.561
H4 0.853 1.181 3.104
C7 1.803 -1.906 -0.012
O5 1.329 -2.436 -1.239
C8 -0.048 -2.208 -1.494
C9 -0.940 -3.169 -0.718
N1 -0.845 -4.474 -1.369
O6 -2.305 -2.828 -0.759
C10 -2.621 -1.594 -0.130
H5 1.019 -1.720 0.711
H6 2.492 -2.625 0.423
H7 2.352 -0.981 -0.178
H8 -0.204 -2.443 -2.541
H9 -0.302 -1.158 -1.345
H10 -0.620 -3.237 0.327
H11 0.084 -4.841 -1.193
H12 -1.507 -5.085 -0.899
H13 -3.640 -1.660 0.231
H14 -1.951 -1.374 0.695
H15 -2.576 -0.782 -0.852

Listed below, in e, are the Löwdin charges computed for each atom: O 0.087; C -0.306; C 0.078; C -0.237; O 0.121; C -0.313; O 0.114; C 0.078; C -0.236; O 0.117; H 0.132; H 0.123; H 0.137; H 0.120; C -0.104; O -0.171; C -0.170; C -0.443; N 0.075; O -0.134; C -0.089; H 0.063; H 0.086; H 0.084; H 0.131; H 0.110; H 0.142; H 0.080; H 0.079; H 0.086; H 0.080; H 0.082

***

How do the energies compare? Relative to the most stable structure, in hartree: one 0.0000; two 0.0063.

***

## one
Below is 2 unconnected molecules or ions with the total composition C3H10NOS, with properties calculated with wB97M-V/def2-TZVPD.

Properties
Net charge   0
Multiplicity   2
Highest occupied orbital energy (spin up / spin down)   -8.93 / -8.93 eV
Expectation value of S²   0.75

CARTESIAN COORDINATES (ANGSTROEM)
C1 1.418 0.271 -0.130
C2 1.893 1.321 0.878
S1 3.676 1.723 0.599
H1 0.389 0.480 -0.432
H2 2.081 0.238 -0.984
H3 1.286 -0.733 0.259
H4 1.808 0.930 1.879
H5 1.438 2.280 0.666
H6 4.173 0.554 1.017
N1 -3.475 -1.077 -0.225
C3 -2.217 -0.968 -0.947
O1 -1.100 -1.439 -0.335
H7 -3.508 -0.342 0.466
H8 -3.496 -1.913 0.356
H9 -2.044 0.104 -1.128
H10 -2.323 -1.429 -1.940

Listed below, in e, are the Löwdin charges computed for each atom: C -0.189; C -0.576; S 0.653; H 0.042; H 0.053; H 0.058; H 0.056; H 0.050; H -0.157; N 0.013; C -0.408; O 0.016; H 0.058; H 0.069; H 0.134; H 0.129

***

## two
Below is 2 unconnected molecules or ions with the total composition C3H10NOS, with properties calculated with wB97M-V/def2-TZVPD.

Properties
Net charge   0
Multiplicity   2
Highest occupied orbital energy (spin up / spin down)   -9.06 / -9.06 eV
Expectation value of S²   0.75

CARTESIAN COORDINATES (ANGSTROEM)
C1 1.839 1.340 -1.474
C2 0.453 0.813 -0.844
S1 -0.854 1.501 -1.933
H1 1.694 1.749 -2.479
H2 2.718 0.737 -1.484
H3 2.070 2.201 -0.926
H4 0.439 -0.231 -0.868
H5 0.306 1.123 0.332
H6 -1.908 0.842 -1.629
N1 -1.333 -2.294 1.971
C3 -0.868 -0.865 1.551
O1 0.562 -0.731 1.678
H7 -1.915 -2.522 1.154
H8 -0.550 -2.900 2.241
H9 -1.268 -0.644 0.425
H10 -1.384 -0.120 2.284

Listed below, in e, are the Löwdin charges computed for each atom: C -0.153; C -0.590; S 0.703; H 0.044; H 0.057; H 0.036; H 0.009; H 0.107; H -0.221; N 0.001; C -0.334; O -0.028; H 0.059; H 0.064; H 0.113; H 0.134

***

How do the energies compare? Relative to the most stable structure, in hartree: one 0.0000; two 0.0572.